Below is 12 unconnected molecules or ions with the total composition C68H172N12O22 in a non-equilibrium geometry, with properties calculated with wB97M-V/def2-TZVPD.

Bonds (Å) are listed after each position.
CARTESIAN COORDINATES (ANGSTROEM)
1 C -12.6984 -6.1767 -1.4922  O2 1.431, H10 1.090, H11 1.090, H12 1.090
2 O -11.6864 -6.3719 -0.5002  C1 1.431, C3 1.461
3 C -12.1000 -5.8867 0.8145  O2 1.461, C4 1.566, H13 1.090, H14 1.090
4 C -11.3074 -6.4616 2.0364  C3 1.566, N5 1.443, H15 1.090, H16 1.090
5 N -9.9018 -6.1402 1.9840  C4 1.443, C6 1.467, H17 1.010
6 C -9.1173 -7.0440 1.1352  N5 1.467, C7 1.526, H18 1.090, H19 1.090
7 C -7.6586 -6.7406 1.4668  C6 1.526, O8 1.410, H20 1.090, H21 1.090
8 O -7.4645 -5.3574 1.6590  C7 1.410, C9 1.434
9 C -6.2342 -4.9776 2.2911  O8 1.434, H22 1.090, H23 1.090, H24 1.090
10 H -12.5252 -6.7217 -2.4202  C1 1.090
11 H -12.7787 -5.1174 -1.7363  C1 1.090
12 H -13.6187 -6.6756 -1.1884  C1 1.090
13 H -13.1359 -6.1143 1.0659  C3 1.090
14 H -12.0054 -4.8013 0.7852  C3 1.090
15 H -11.4686 -7.5379 1.9756  C4 1.090
16 H -11.8764 -6.1110 2.8975  C4 1.090
17 H -9.7397 -5.1655 1.7748  N5 1.010
18 H -9.3514 -6.6733 0.1373  C6 1.090
19 H -9.4046 -8.0857 1.2782  C6 1.090
20 H -7.0480 -7.1227 0.6487  C7 1.090
21 H -7.4184 -7.1881 2.4312  C7 1.090
22 H -5.4123 -5.6687 2.1043  C9 1.090
23 H -6.3498 -4.7500 3.3508  C9 1.090
24 H -5.8504 -4.0768 1.8122  C9 1.090
25 C -2.7948 17.5322 -11.4338  O26 1.432, H34 1.090, H35 1.090, H36 1.090
26 O -1.6190 16.8639 -10.9635  C25 1.432, C27 1.454
27 C -1.8608 16.5518 -9.5638  O26 1.454, C28 1.433, H37 1.090, H38 1.090
28 C -1.0881 15.4007 -9.1998  C27 1.433, N29 1.426, H39 1.090, H40 1.090
29 N -1.2919 15.0678 -7.8280  C28 1.426, C30 1.472, H41 1.010
30 C -0.0729 14.3595 -7.4027  N29 1.472, C31 1.573, H42 1.090, H43 1.090
31 C -0.0772 13.7205 -5.9653  C30 1.573, O32 1.419, H44 1.090, H45 1.090
32 O 0.9075 12.7054 -5.8468  C31 1.419, C33 1.403
33 C 0.2056 11.4991 -5.7036  O32 1.403, H46 1.090, H47 1.090, H48 1.090
34 H -2.9465 18.5616 -11.1091  C25 1.090
35 H -3.6378 16.8676 -11.2445  C25 1.090
36 H -2.8843 17.5856 -12.5188  C25 1.090
37 H -2.9269 16.4836 -9.3470  C27 1.090
38 H -1.6441 17.4529 -8.9900  C27 1.090
39 H -0.0935 15.5415 -9.6228  C28 1.090
40 H -1.5090 14.5450 -9.7277  C28 1.090
41 H -2.0694 14.4469 -7.6548  N29 1.010
42 H 0.9235 14.7906 -7.4996  C30 1.090
43 H -0.0932 13.4961 -8.0676  C30 1.090
44 H -1.0286 13.4751 -5.4935  C31 1.090
45 H 0.2599 14.5469 -5.3396  C31 1.090
46 H 0.9220 10.6993 -5.5159  C33 1.090
47 H -0.3809 11.3646 -6.6124  C33 1.090
48 H -0.4629 11.5445 -4.8439  C33 1.090
49 C 6.2661 -18.2124 6.5320  O50 1.412, H58 1.090, H59 1.090, H60 1.090
50 O 6.5946 -16.9038 6.9469  C49 1.412, C51 1.484
51 C 5.5062 -16.0937 7.5468  O50 1.484, C52 1.548, H61 1.090, H62 1.090
52 C 5.6964 -14.6118 7.1409  C51 1.548, N53 1.487, H63 1.090, H64 1.090
53 N 6.7578 -14.0266 8.0025  C52 1.487, C54 1.447, H65 1.010
54 C 7.4153 -12.8749 7.4227  N53 1.447, C55 1.533, H66 1.090, H67 1.090
55 C 6.6565 -11.5428 7.4028  C54 1.533, O56 1.451, H68 1.090, H69 1.090
56 O 7.4952 -10.4319 6.9937  C55 1.451, C57 1.348
57 C 6.9311 -9.2083 7.0380  O56 1.348, H70 1.090, H71 1.090, H72 1.090
58 H 7.1805 -18.8007 6.4559  C49 1.090
59 H 5.9461 -18.2607 5.4912  C49 1.090
60 H 5.5719 -18.7455 7.1816  C49 1.090
61 H 5.3775 -16.2996 8.6094  C51 1.090
62 H 4.5773 -16.3860 7.0571  C51 1.090
63 H 4.7817 -14.0221 7.2011  C52 1.090
64 H 5.9233 -14.6075 6.0748  C52 1.090
65 H 7.5139 -14.6940 8.0563  N53 1.010
66 H 7.7020 -13.0009 6.3787  C54 1.090
67 H 8.3676 -12.7281 7.9322  C54 1.090
68 H 6.3732 -11.2285 8.4073  C55 1.090
69 H 5.8053 -11.7026 6.7410  C55 1.090
70 H 6.0373 -9.1756 6.4148  C57 1.090
71 H 7.6364 -8.4962 6.6096  C57 1.090
72 H 6.7872 -8.9825 8.0946  C57 1.090
73 C -9.0850 -2.8573 -8.0658  O74 1.438, H82 1.090, H83 1.090, H84 1.090
74 O -8.3142 -1.8994 -7.3197  C73 1.438, C75 1.422
75 C -8.6752 -0.5299 -7.4471  O74 1.422, C76 1.531, H85 1.090, H86 1.090
76 C -8.0795 0.1487 -6.2105  C75 1.531, N77 1.483, H87 1.090, H88 1.090
77 N -7.8380 1.6099 -6.2871  C76 1.483, C78 1.449, H89 1.010
78 C -9.1089 2.3010 -6.2117  N77 1.449, C79 1.545, H90 1.090, H91 1.090
79 C -8.8739 3.8277 -6.2225  C78 1.545, O80 1.433, H92 1.090, H93 1.090
80 O -8.0721 4.2609 -7.3279  C79 1.433, C81 1.383
81 C -7.3309 5.4193 -7.1802  O80 1.383, H94 1.090, H95 1.090, H96 1.090
82 H -8.6040 -3.8343 -8.0184  C73 1.090
83 H -9.0952 -2.3502 -9.0306  C73 1.090
84 H -10.0566 -2.9292 -7.5771  C73 1.090
85 H -9.7476 -0.3565 -7.5359  C75 1.090
86 H -8.2831 -0.0289 -8.3322  C75 1.090
87 H -7.1621 -0.2902 -5.8182  C76 1.090
88 H -8.7607 0.0763 -5.3626  C76 1.090
89 H -7.3792 1.8580 -7.1520  N77 1.010
90 H -9.5845 2.1155 -5.2486  C78 1.090
91 H -9.8145 2.0286 -6.9966  C78 1.090
92 H -8.2345 4.0464 -5.3672  C79 1.090
93 H -9.8122 4.3504 -6.0374  C79 1.090
94 H -7.8600 6.3391 -6.9308  C81 1.090
95 H -6.9132 5.6932 -8.1490  C81 1.090
96 H -6.5236 5.1275 -6.5084  C81 1.090
97 C -2.7810 2.8150 10.9098  O98 1.460, H106 1.090, H107 1.090, H108 1.090
98 O -1.9436 1.7821 10.3071  C97 1.460, C99 1.447
99 C -0.6051 1.8331 10.8558  O98 1.447, C100 1.563, H109 1.090, H110 1.090
100 C 0.4088 0.8247 10.2260  C99 1.563, N101 1.401, H111 1.090, H112 1.090
101 N 0.2497 -0.4782 10.7167  C100 1.401, C102 1.500, H113 1.010
102 C 1.2121 -1.5594 10.3235  N101 1.500, C103 1.538, H114 1.090, H115 1.090
103 C 1.1192 -2.8328 11.1802  C102 1.538, O104 1.414, H116 1.090, H117 1.090
104 O 0.5176 -3.7803 10.3201  C103 1.414, C105 1.395
105 C 0.4976 -5.0529 10.8902  O104 1.395, H118 1.090, H119 1.090, H120 1.090
106 H -3.0140 2.5946 11.9516  C97 1.090
107 H -3.8173 2.7745 10.5744  C97 1.090
108 H -2.3771 3.8086 10.7156  C97 1.090
109 H -0.6655 1.6450 11.9277  C99 1.090
110 H -0.2029 2.8341 10.6998  C99 1.090
111 H 1.3992 1.2258 10.4413  C100 1.090
112 H 0.1199 0.6596 9.1880  C100 1.090
113 H -0.7462 -0.6412 10.6773  N101 1.010
114 H 2.2412 -1.2075 10.3956  C102 1.090
115 H 1.0633 -1.8279 9.2776  C102 1.090
116 H 0.7920 -2.7610 12.2175  C103 1.090
117 H 2.1651 -3.1060 11.3197  C103 1.090
118 H -0.1535 -5.0362 11.7643  C105 1.090
119 H 1.4423 -5.5474 11.1163  C105 1.090
120 H 0.0347 -5.6236 10.0852  C105 1.090
121 C 2.6814 -4.0108 -7.3229  O122 1.426, H130 1.090, H131 1.090, H132 1.090
122 O 3.8195 -3.5245 -6.6145  C121 1.426, C123 1.416
123 C 3.9795 -4.0610 -5.3140  O122 1.416, C124 1.516, H133 1.090, H134 1.090
124 C 4.9685 -3.2771 -4.4746  C123 1.516, N125 1.433, H135 1.090, H136 1.090
125 N 6.2630 -3.6885 -4.9323  C124 1.433, C126 1.459, H137 1.010
126 C 7.3683 -2.7627 -4.7058  N125 1.459, C127 1.530, H138 1.090, H139 1.090
127 C 8.6840 -3.1935 -5.3564  C126 1.530, O128 1.450, H140 1.090, H141 1.090
128 O 9.7724 -2.3321 -4.9356  C127 1.450, C129 1.452
129 C 10.3683 -2.7667 -3.6850  O128 1.452, H142 1.090, H143 1.090, H144 1.090
130 H 2.7800 -3.7753 -8.3826  C121 1.090
131 H 1.7613 -3.6015 -6.9056  C121 1.090
132 H 2.5562 -5.0907 -7.2441  C121 1.090
133 H 4.2551 -5.1155 -5.3170  C123 1.090
134 H 3.0404 -4.1112 -4.7629  C123 1.090
135 H 4.7392 -3.5248 -3.4382  C124 1.090
136 H 4.8754 -2.2405 -4.7984  C124 1.090
137 H 6.2111 -3.9481 -5.9070  N125 1.010
138 H 7.4615 -2.7109 -3.6210  C126 1.090
139 H 7.1244 -1.7633 -5.0660  C126 1.090
140 H 8.7452 -3.0306 -6.4324  C127 1.090
141 H 8.8247 -4.2540 -5.1470  C127 1.090
142 H 10.6073 -3.8293 -3.7287  C129 1.090
143 H 9.8395 -2.5943 -2.7476  C129 1.090
144 H 11.3765 -2.3643 -3.5868  C129 1.090
145 C 9.7694 1.2446 6.5799  O146 1.391, H154 1.090, H155 1.090, H156 1.090
146 O 10.5385 0.5834 7.5316  C145 1.391, C147 1.399
147 C 11.8329 0.2690 7.1031  O146 1.399, C148 1.496, H157 1.090, H158 1.090
148 C 12.5852 -0.1835 8.3145  C147 1.496, N149 1.474, H159 1.090, H160 1.090
149 N 12.8260 0.9784 9.1892  C148 1.474, C150 1.450, H161 1.010
150 C 13.1751 0.7315 10.5750  N149 1.450, C151 1.554, H162 1.090, H163 1.090
151 C 14.3499 -0.2856 10.5521  C150 1.554, O152 1.389, H164 1.090, H165 1.090
152 O 15.2029 -0.4296 11.6384  C151 1.389, C153 1.448
153 C 16.0757 0.6979 11.8930  O152 1.448, H166 1.090, H167 1.090, H168 1.090
154 H 9.8174 0.5236 5.7639  C145 1.090
155 H 10.0578 2.2515 6.2780  C145 1.090
156 H 8.7141 1.3800 6.8165  C145 1.090
157 H 12.3368 1.1559 6.7190  C147 1.090
158 H 11.6939 -0.5208 6.3648  C147 1.090
159 H 13.5376 -0.6284 8.0264  C148 1.090
160 H 11.9743 -0.9929 8.7140  C148 1.090
161 H 12.1574 1.7339 9.1417  N149 1.010
162 H 12.4039 0.2676 11.1900  C150 1.090
163 H 13.5898 1.5818 11.1164  C150 1.090
164 H 14.9647 -0.0218 9.6916  C151 1.090
165 H 13.9164 -1.2827 10.4746  C151 1.090
166 H 15.4469 1.4011 12.4391  C153 1.090
167 H 16.3652 1.2492 10.9983  C153 1.090
168 H 16.9338 0.3476 12.4667  C153 1.090
169 C 0.4388 5.7736 -11.2554  O170 1.419, H178 1.090, H179 1.090, H180 1.090
170 O 0.5195 6.2287 -12.5967  C169 1.419, C171 1.441
171 C -0.5839 5.7121 -13.3660  O170 1.441, C172 1.554, H181 1.090, H182 1.090
172 C -0.5626 5.9101 -14.9074  C171 1.554, N173 1.458, H183 1.090, H184 1.090
173 N -0.4680 7.3231 -15.2525  C172 1.458, C174 1.471, H185 1.010
174 C -1.7854 7.8948 -14.9349  N173 1.471, C175 1.558, H186 1.090, H187 1.090
175 C -1.8917 9.3922 -15.3509  C174 1.558, O176 1.449, H188 1.090, H189 1.090
176 O -3.2755 9.7459 -15.1071  C175 1.449, C177 1.408
177 C -3.5727 10.9120 -15.8383  O176 1.408, H190 1.090, H191 1.090, H192 1.090
178 H 1.1280 6.3761 -10.6638  C169 1.090
179 H 0.8353 4.7606 -11.1864  C169 1.090
180 H -0.5661 5.7131 -10.8375  C169 1.090
181 H -1.5813 5.9258 -12.9819  C171 1.090
182 H -0.5423 4.6414 -13.1663  C171 1.090
183 H -1.3630 5.2980 -15.3232  C172 1.090
184 H 0.2342 5.3187 -15.3584  C172 1.090
185 H 0.2460 7.7545 -14.6832  N173 1.010
186 H -1.9289 7.8238 -13.8567  C174 1.090
187 H -2.5288 7.2524 -15.4068  C174 1.090
188 H -1.6489 9.4630 -16.4112  C175 1.090
189 H -1.1827 10.0605 -14.8623  C175 1.090
190 H -2.8300 11.6704 -15.5906  C177 1.090
191 H -4.5538 11.3400 -15.6325  C177 1.090
192 H -3.4361 10.7782 -16.9114  C177 1.090
193 C -1.1525 -16.8501 2.3789  O194 1.427, H202 1.090, H203 1.090, H204 1.090
194 O -1.8508 -15.6758 1.9669  C193 1.427, C195 1.426
195 C -1.0259 -14.8577 1.1399  O194 1.426, C196 1.491, H205 1.090, H206 1.090
196 C -1.7852 -13.6808 0.6279  C195 1.491, N197 1.478, H207 1.090, H208 1.090
197 N -1.2813 -12.9609 -0.5610  C196 1.478, C198 1.504, H209 1.010
198 C 0.0010 -12.2198 -0.3005  N197 1.504, C199 1.550, H210 1.090, H211 1.090
199 C -0.0008 -11.1090 0.7806  C198 1.550, O200 1.456, H212 1.090, H213 1.090
200 O 0.3822 -11.6106 2.0926  C199 1.456, C201 1.378
201 C 0.1295 -10.8319 3.2014  O200 1.378, H214 1.090, H215 1.090, H216 1.090
202 H -0.1420 -16.7082 2.7621  C193 1.090
203 H -1.1288 -17.6369 1.6249  C193 1.090
204 H -1.6795 -17.2531 3.2437  C193 1.090
205 H -0.7803 -15.3785 0.2144  C195 1.090
206 H -0.0497 -14.6133 1.5587  C195 1.090
207 H -2.0642 -12.9740 1.4094  C196 1.090
208 H -2.7537 -14.1567 0.4742  C196 1.090
209 H -1.9083 -12.2379 -0.8839  N197 1.010
210 H 0.2868 -11.7485 -1.2408  C198 1.090
211 H 0.9448 -12.7651 -0.3016  C198 1.090
212 H -0.9177 -10.5266 0.8708  C199 1.090
213 H 0.7319 -10.4005 0.3941  C199 1.090
214 H -0.9267 -10.7270 3.4496  C201 1.090
215 H 0.6370 -9.8724 3.1013  C201 1.090
216 H 0.4819 -11.4337 4.0391  C201 1.090
217 C -7.8596 3.0609 2.0614  O218 1.431, H226 1.090, H227 1.090, H228 1.090
218 O -7.6532 4.2382 2.8486  C217 1.431, C219 1.487
219 C -6.2967 4.3115 3.4532  O218 1.487, C220 1.516, H229 1.090, H230 1.090
220 C -6.1582 5.5072 4.3743  C219 1.516, N221 1.427, H231 1.090, H232 1.090
221 N -6.1303 6.6803 3.5619  C220 1.427, C222 1.521, H233 1.010
222 C -6.0201 7.9098 4.4508  N221 1.521, C223 1.592, H234 1.090, H235 1.090
223 C -6.3231 9.2125 3.5875  C222 1.592, O224 1.452, H236 1.090, H237 1.090
224 O -5.1592 9.3729 2.7350  C223 1.452, C225 1.384
225 C -5.3801 10.0651 1.5574  O224 1.384, H238 1.090, H239 1.090, H240 1.090
226 H -6.9368 2.4842 1.9983  C217 1.090
227 H -8.1562 3.2868 1.0372  C217 1.090
228 H -8.7767 2.5517 2.3578  C217 1.090
229 H -5.5579 4.3122 2.6517  C219 1.090
230 H -6.0635 3.4225 4.0392  C219 1.090
231 H -5.2193 5.3209 4.8958  C220 1.090
232 H -6.9677 5.5202 5.1042  C220 1.090
233 H -6.9249 6.6742 2.9384  N221 1.010
234 H -4.9933 7.8074 4.8020  C222 1.090
235 H -6.6942 8.0409 5.2972  C222 1.090
236 H -6.4400 10.1336 4.1585  C223 1.090
237 H -7.1707 9.1357 2.9065  C223 1.090
238 H -5.9100 10.9520 1.9048  C225 1.090
239 H -5.9226 9.4963 0.8022  C225 1.090
240 H -4.4046 10.3069 1.1354  C225 1.090
241 C -1.0758 1.3434 -2.2150  C242 1.540, H247 1.090, H248 1.090, H249 1.090
242 C -0.6102 -0.0114 -1.6506  C241 1.540, C243 1.506, N246 1.412, H250 1.090
243 C 0.0647 0.0877 -0.3075  C242 1.506, O244 1.403, H251 1.090, H252 1.090
244 O 0.3893 -1.1812 0.1943  C243 1.403, C245 1.444
245 C 1.4322 -1.0480 1.1845  O244 1.444, H253 1.090, H254 1.090, H255 1.090
246 N -1.5556 -1.0596 -1.6640  C242 1.412, H256 1.010, H257 1.010
247 H -0.3093 2.1114 -2.1116  C241 1.090
248 H -1.8097 1.6994 -1.4919  C241 1.090
249 H -1.3721 1.3835 -3.2632  C241 1.090
250 H 0.1964 -0.3269 -2.3124  C242 1.090
251 H -0.4524 0.5489 0.5338  C243 1.090
252 H 0.9410 0.7185 -0.4567  C243 1.090
253 H 1.8944 -1.9678 1.5431  C245 1.090
254 H 1.0917 -0.5104 2.0695  C245 1.090
255 H 2.2188 -0.4913 0.6750  C245 1.090
256 H -0.9737 -1.7670 -1.2384  N246 1.010
257 H -2.2683 -0.9307 -0.9601  N246 1.010
258 C 2.9346 9.9395 2.0891  C259 1.535, H264 1.090, H265 1.090, H266 1.090
259 C 3.2614 9.6354 3.5578  C258 1.535, C260 1.551, N263 1.438, H267 1.090
260 C 3.8693 8.2565 3.9249  C259 1.551, O261 1.346, H268 1.090, H269 1.090
261 O 3.1008 7.2330 3.5073  C260 1.346, C262 1.458
262 C 1.9172 6.9298 4.3031  O261 1.458, H270 1.090, H271 1.090, H272 1.090
263 N 4.2810 10.6023 3.8641  C259 1.438, H273 1.010, H274 1.010
264 H 3.8042 10.2047 1.4878  C258 1.090
265 H 2.2875 10.8156 2.0455  C258 1.090
266 H 2.3524 9.1190 1.6696  C258 1.090
267 H 2.3286 9.7252 4.1144  C259 1.090
268 H 4.1510 8.1836 4.9754  C260 1.090
269 H 4.8578 8.3032 3.4678  C260 1.090
270 H 2.1414 6.6905 5.3427  C262 1.090
271 H 1.5176 6.0111 3.8738  C262 1.090
272 H 1.2103 7.7590 4.3330  C262 1.090
273 H 4.0834 11.4797 3.4044  N263 1.010
274 H 4.3706 10.8203 4.8462  N263 1.010

**SMILES**: COC[C@H](C)N.COC[C@H](C)N.COCCNCCOC.COCCNCCOC.COCCNCCOC.COCCNCCOC.COCCNCCOC.COCCNCCOC.COCCNCCOC.COCCNCCOC.COCCNCCOC.COCCNCCOC
**Multiplicity**: 1
**Charge**: 0
**Energy relative to the best compared isomer or geometry (same formula, charge and spin)**: 252.2 kcal per mole
**HOMO-LUMO gap**: 8.645 eV
**E_HOMO**: -8.125 eV